1.
The following is a quantum chemistry calculation of a gas-phase ion, C9H13BrF3N4O2 (charge +1), from the Open Molecules 2025 dataset.

The total charge is +1. Its HOMO energy is -14.1 eV. As for the spin multiplicity: 1.

Each line ends with the Löwdin charge.
Element x y z (Å)
C: -1.140 0.292 3.136  -0.0707
C: -0.220 0.601 1.948  -0.2115
C: -0.867 0.097 0.660  -0.0887
N: -0.367 0.737 -0.562  0.0809
C: -1.052 1.388 -1.508  -0.2240
C: -2.522 1.609 -1.556  -0.0947
C: -3.247 0.288 -1.688  -0.8612
O: -2.690 -0.747 -1.830  0.0673
Br: -5.143 0.400 -1.586  0.8321
N: -0.203 1.790 -2.454  0.1591
N: 0.996 1.391 -2.102  0.1533
N: 0.906 0.758 -0.972  -0.0486
C: 2.067 0.128 -0.347  -0.0007
C: 1.870 -1.394 -0.219  -0.2467
O: 1.063 -1.907 -1.240  0.0403
C: 3.243 -2.096 -0.100  -0.5862
F: 4.199 -1.425 -0.770  0.1487
F: 3.193 -3.324 -0.581  0.1979
F: 3.617 -2.134 1.183  0.1697
H: -1.712 -0.617 2.957  0.0850
H: -0.561 0.143 4.041  0.0843
H: -1.842 1.102 3.310  0.0848
H: -0.050 1.674 1.866  0.1239
H: 0.737 0.112 2.113  0.0948
H: -0.759 -0.980 0.540  0.1405
H: -1.934 0.300 0.678  0.1316
H: -2.721 2.204 -2.446  0.1431
H: -2.885 2.151 -0.685  0.1326
H: 2.264 0.608 0.607  0.1422
H: 2.883 0.373 -1.019  0.1429
H: 1.350 -1.609 0.712  0.1460
H: 1.528 -1.914 -2.088  0.1321

2.
The following is a quantum chemistry calculation of a molecular structure, C15H19N3O6PSSe4Zr at a distorted geometry, from the Open Molecules 2025 dataset.

The total charge is -1. Its HOMO energy is -3.9 eV. As for the spin multiplicity: 1. Its energy relative to the best compared isomer or geometry (same formula, charge and spin) is 1.8323 eV.

Each line ends with the Löwdin charge.
Element x y z (Å)
Zr: 1.005 -0.325 0.532  1.2822
O: -2.565 0.967 0.786  0.0134
C: -1.430 0.889 1.251  -0.5345
N: -0.797 -0.189 1.787  -0.0964
C: -1.597 -1.417 1.833  -0.1610
C: -0.714 -2.645 1.835  -0.2876
C: -1.241 -3.924 1.719  -0.0238
C: -0.369 -4.994 1.741  -0.0601
C: 0.993 -4.761 1.897  -0.0516
C: 1.425 -3.455 2.003  -0.1353
N: 0.588 -2.415 1.972  -0.0178
C: -0.553 2.130 1.348  -0.2106
C: -1.121 3.371 1.534  -0.0079
C: -0.273 4.464 1.672  -0.0590
C: 1.091 4.266 1.611  -0.0589
C: 1.580 2.981 1.410  -0.2410
N: 0.776 1.937 1.285  -0.0638
H: -2.304 -1.462 1.003  0.1167
H: -2.186 -1.437 2.757  0.1301
H: -2.307 -4.062 1.591  0.1144
H: -0.742 -6.005 1.628  0.1034
H: 1.707 -5.572 1.911  0.1024
H: 2.472 -3.197 2.110  0.0992
H: -2.198 3.453 1.570  0.1148
H: -0.679 5.456 1.827  0.1022
H: 1.790 5.086 1.697  0.1078
H: 2.639 2.780 1.374  0.0155
Se: 2.519 -0.132 2.765  0.0616
Se: 4.122 0.354 1.110  0.0385
Se: 2.941 0.867 -0.919  0.0259
Se: 3.183 3.107 -1.331  -0.0707
C: -1.705 -0.502 -2.767  -0.1523
P: -0.669 0.884 -2.339  0.6279
C: 0.412 1.323 -3.682  -0.1668
C: -1.826 2.252 -2.249  -0.1590
O: 0.003 0.837 -0.980  -0.5435
H: -2.227 -0.254 -3.693  0.0605
H: -2.422 -0.622 -1.953  0.0653
H: -1.128 -1.416 -2.887  0.0461
H: -0.205 1.660 -4.518  0.0590
H: 1.038 0.483 -3.975  0.0506
H: 1.047 2.139 -3.326  0.0139
H: -2.418 2.334 -3.163  0.0538
H: -1.251 3.168 -2.101  0.0644
H: -2.472 2.090 -1.384  0.0439
O: 1.335 -3.535 -1.700  -0.2738
S: 1.220 -2.153 -1.333  0.2944
O: -0.069 -1.824 -0.581  -0.4440
O: 2.238 -1.773 -0.246  -0.5920
O: 1.341 -1.206 -2.434  -0.3963

3.
The following is a quantum chemistry calculation of a single C4H5FN2 molecule at a distorted geometry, from the Open Molecules 2025 dataset.

The total charge is 0. Its HOMO energy is -9.4 eV. As for the spin multiplicity: 1. Its energy relative to the best compared isomer or geometry (same formula, charge and spin) is 5.1707 eV.

Each line ends with the Löwdin charge.
Element x y z (Å)
C: 1.694 -1.206 1.050  0.0630
C: 0.329 -1.054 1.363  -0.1033
C: -0.381 -0.196 0.566  -0.3044
C: -1.138 1.695 -1.996  -0.0531
H: 2.524 -0.593 0.517  0.1485
H: -0.224 -1.413 2.300  0.1467
H: -1.211 0.364 1.223  0.1548
H: -0.021 1.903 -2.488  0.1196
H: -1.981 2.191 -2.496  0.0491
N: -0.250 0.092 -0.632  0.0038
N: -1.394 0.773 -1.092  -0.0704
F: 2.054 -2.556 1.685  -0.1541

4.
The following is a quantum chemistry calculation of a molecular structure, C15H12BrF6N2PRhS, from the Open Molecules 2025 dataset.

The total charge is +2. Its HOMO energy (spin up / spin down) is -16.1 / -16.1 eV. As for the spin multiplicity: 2. Its energy relative to the best compared isomer or geometry (same formula, charge and spin) is 0.2093 eV. Its expectation value of S² is 0.7821.

Each line ends with the Mulliken spin population.
Element x y z (Å)
Rh: -0.416 -0.614 0.244  0.0126
S: -4.757 -1.475 0.200  -0.0453
C: -3.905 -2.972 0.190  0.2893
C: -2.526 -2.861 0.266  0.0260
C: -2.140 -1.535 0.307  0.1536
C: -3.271 -0.650 0.323  0.2447
C: -2.971 0.736 0.481  0.0486
C: -3.861 1.801 0.486  0.1084
C: -3.373 3.093 0.633  -0.0272
C: -2.011 3.288 0.772  0.0979
C: -1.158 2.185 0.759  0.0162
N: -1.627 0.953 0.627  0.0545
H: -4.471 -3.891 0.109  0.0087
H: -1.870 -3.719 0.234  0.0007
H: -4.920 1.613 0.368  0.0027
H: -4.052 3.935 0.632  0.0020
H: -1.588 4.276 0.884  0.0002
H: -0.085 2.294 0.851  0.0095
C: 5.159 0.814 -0.619  0.0000
C: 4.001 0.471 0.266  -0.0002
C: 4.157 0.179 1.622  0.0000
C: 3.071 -0.192 2.413  -0.0003
C: 1.863 -0.198 1.781  -0.0005
Br: 0.168 -0.803 2.595  -0.0004
N: 1.658 0.119 0.514  -0.0011
C: 2.707 0.415 -0.253  0.0014
H: 6.091 0.814 -0.058  0.0000
H: 5.027 1.799 -1.067  0.0000
H: 5.249 0.086 -1.426  0.0000
H: 5.144 0.213 2.065  0.0000
H: 3.185 -0.472 3.451  -0.0001
H: 2.488 0.612 -1.296  -0.0008
F: 0.390 -2.177 -1.247  -0.0011
P: -0.122 -1.545 -2.754  -0.0031
F: -0.681 -0.711 -3.944  -0.0003
F: -0.513 -0.103 -1.680  0.0009
F: 1.310 -0.892 -2.874  -0.0001
F: 0.240 -2.848 -3.499  0.0001
F: -1.591 -2.039 -2.357  0.0025